Record 1
This record from the OMol25 dataset describes C3H9N3O in the gas phase. The level of theory is ωB97M-V with the def2-TZVPD basis set.

Each line ends with the Mulliken charge.
Atoms and positions in Å:
1 N 1.315 -1.109 1.267  -0.586
2 C 0.153 -0.227 1.473  -0.377
3 N 0.181 0.974 0.681  -0.372
4 C 0.481 0.742 -0.734  -0.970
5 C -0.560 -0.203 -1.373  0.697
6 N -1.806 0.345 -1.441  -0.381
7 O -0.222 -1.272 -1.794  -0.550
8 H 1.133 -2.033 1.614  0.207
9 H 1.695 -1.153 0.334  0.225
10 H -0.781 -0.760 1.268  0.307
11 H 0.182 0.001 2.536  0.342
12 H 0.956 1.541 1.003  0.266
13 H 0.382 1.682 -1.297  0.468
14 H 1.463 0.306 -0.902  0.312
15 H -2.633 -0.178 -1.247  0.217
16 H -1.938 1.344 -1.388  0.195

Its HOMO-LUMO gap is 10.0 eV. Its multiplicity is 1. For the calculated total energy, the calculation gives -9774.5701 eV. The value obtained for the energy above the lowest of the compared OMol25 structures with the same formula, charge and spin is 22.3 kcal per mole. Its structure (SMILES) is NCNCC(N)=O. As for the charge: 0. The calculation puts the lowest unoccupied orbital energy at 0.873 eV.

Record 2
This record from the OMol25 dataset describes 2 unconnected molecules or ions with the total composition C3H7Cl2NO. The level of theory is ωB97M-V with the def2-TZVPD basis set.

Each line ends with the Mulliken charge.
Atoms and positions in Å:
1 C -1.003 1.015 0.787  -1.013
2 C -0.806 0.001 -0.297  0.718
3 C -2.022 -0.924 -0.477  -0.948
4 O 0.156 0.014 -1.033  -0.531
5 H -0.392 1.839 0.767  0.366
6 H -2.113 1.321 0.793  0.297
7 H -0.827 0.367 1.813  0.241
8 H -2.381 -1.251 0.567  0.297
9 H -1.789 -1.908 -0.981  0.307
10 H -2.763 -0.309 -1.116  0.265
11 Cl 3.487 0.614 1.188  -0.061
12 N 3.620 0.203 -0.477  -0.234
13 Cl 4.125 -1.446 -0.694  -0.039
14 H 2.708 0.465 -0.839  0.335

Its HOMO-LUMO gap is 9.8 eV. Its multiplicity is 1. For the calculated total energy, the calculation gives -31804.1610 eV. The value obtained for the energy above the lowest of the compared OMol25 structures with the same formula, charge and spin is 77.3 kcal per mole. Its structure (SMILES) is CC(C)=O.ClNCl. As for the charge: 0. The calculation puts the lowest unoccupied orbital energy at 0.358 eV.

Record 3
This record from the OMol25 dataset describes C5H6O in the gas phase. The level of theory is ωB97M-V with the def2-TZVPD basis set.

Each line ends with the Mulliken charge.
Atoms and positions in Å:
1 C -0.576 -0.112 -2.509  0.380
2 C -0.430 0.438 -1.448  -0.837
3 C -0.294 1.122 -0.175  -0.238
4 O 1.021 1.256 0.355  -0.438
5 C 0.116 0.408 1.045  0.235
6 C 0.441 -1.059 1.059  -1.178
7 H -0.695 -0.599 -3.452  0.413
8 H -0.915 2.010 -0.069  0.343
9 H -0.242 0.824 1.990  0.397
10 H 0.682 -1.410 0.053  0.334
11 H -0.408 -1.636 1.438  0.305
12 H 1.300 -1.243 1.712  0.285

Its HOMO-LUMO gap is 11.0 eV. Its multiplicity is 1. For the calculated total energy, the calculation gives -7326.6369 eV. The value obtained for the energy above the lowest of the compared OMol25 structures with the same formula, charge and spin is 61.1 kcal per mole. Its structure (SMILES) is C#C[C@@H]1O[C@@H]1C. As for the charge: 0. The calculation puts the lowest unoccupied orbital energy at 1.097 eV.

Record 4
This record from the OMol25 dataset describes 9 unconnected molecules or ions with the total composition C6H29BO11. The level of theory is ωB97M-V with the def2-TZVPD basis set.

Each line ends with the Mulliken charge.
Atoms and positions in Å:
1 C 0.372 2.172 0.113  -0.921
2 C -0.672 2.319 -0.999  -0.419
3 O -1.218 1.056 -1.387  -0.356
4 C -0.859 0.627 -2.687  -0.148
5 C -0.788 -0.928 -2.720  -0.628
6 B 0.688 -1.313 -3.004  -0.017
7 C 1.666 -1.700 -1.817  -0.382
8 C 2.552 -0.519 -1.512  0.568
9 O 2.922 0.327 -2.307  -0.589
10 O 2.888 -0.476 -0.193  -0.457
11 H 1.383 2.265 -0.291  0.191
12 H 0.274 1.165 0.527  0.384
13 H 0.214 2.896 0.911  0.270
14 H -0.230 2.815 -1.868  0.412
15 H -1.514 2.931 -0.653  0.315
16 H 0.109 1.073 -2.954  0.421
17 H -1.618 0.941 -3.412  0.144
18 H -1.488 -1.311 -3.470  0.266
19 H -1.109 -1.285 -1.736  0.164
20 H 1.134 -1.259 -4.109  -0.098
21 H 1.150 -1.973 -0.896  0.217
22 H 2.306 -2.534 -2.138  0.292
23 H 2.981 0.451 0.072  0.345
24 O -3.641 0.080 -4.743  -0.585
25 H -3.608 0.549 -5.581  0.297
26 H -4.569 -0.142 -4.621  0.289
27 O -1.637 1.080 2.291  -0.586
28 H -1.751 0.571 1.482  0.323
29 H -1.741 0.423 2.984  0.231
30 O -2.077 -1.868 2.386  -0.540
31 H -2.191 -2.383 1.581  0.289
32 H -2.155 -2.524 3.085  0.272
33 O 2.680 0.347 3.158  -0.672
34 H 2.907 0.120 2.252  0.324
35 H 2.159 -0.411 3.449  0.375
36 O 1.474 5.092 -0.665  -0.581
37 H 2.325 5.142 -1.110  0.298
38 H 1.438 5.884 -0.121  0.291
39 O -4.437 -3.848 2.396  -0.638
40 H -4.659 -3.138 3.007  0.329
41 H -5.114 -3.795 1.715  0.313
42 O 3.483 -2.534 3.641  -0.601
43 H 4.266 -3.046 3.420  0.287
44 H 3.805 -1.840 4.225  0.322
45 O 0.927 -0.758 4.119  -0.674
46 H 0.725 -0.052 4.739  0.340
47 H 0.246 -0.687 3.441  0.327

Its HOMO-LUMO gap is 9.5 eV. Its multiplicity is 1. For the calculated total energy, the calculation gives -29890.0229 eV. Its structure (SMILES) is CCOCCBCC(=O)O.O.O.O.O.O.O.O.O. As for the charge: 0. The calculation puts the lowest unoccupied orbital energy at 0.265 eV.

Record 5
This record from the OMol25 dataset describes 2 unconnected molecules or ions with the total composition C3H8N2. The level of theory is ωB97M-V with the def2-TZVPD basis set.

Each line ends with the Mulliken charge.
Atoms and positions in Å:
1 C -1.942 1.551 -0.954  -0.760
2 C -1.327 1.603 0.225  0.085
3 N -1.201 0.488 1.091  -0.574
4 H -2.469 0.643 -1.227  0.245
5 H -2.082 2.467 -1.508  0.256
6 H -0.844 2.510 0.562  0.258
7 H -0.996 -0.313 0.518  0.223
8 H -0.505 0.660 1.788  0.281
9 C 2.023 -2.188 0.088  -0.094
10 N 3.097 -1.882 -0.506  -0.483
11 H 1.807 -3.205 0.399  0.278
12 H 1.385 -1.374 0.456  0.030
13 H 3.054 -0.959 -0.931  0.255

Its HOMO-LUMO gap is 9.5 eV. Its multiplicity is 1. For the calculated total energy, the calculation gives -6219.0086 eV. The value obtained for the energy above the lowest of the compared OMol25 structures with the same formula, charge and spin is 65.5 kcal per mole. Its structure (SMILES) is C=CN.C=N. As for the charge: 0. The calculation puts the lowest unoccupied orbital energy at 0.791 eV.

Record 6
This record from the OMol25 dataset describes a molecular structure, C25H27BMnN10O. The level of theory is ωB97M-V with the def2-TZVPD basis set.

Each line ends with the Mulliken spin population.
Atoms and positions in Å:
1 Mn -0.204 0.671 0.406  3.868
2 C 2.866 2.991 -0.400  0.002
3 C 2.689 1.514 -0.439  0.011
4 C 3.412 0.553 -1.158  0.004
5 C 2.835 -0.664 -0.853  0.015
6 N 1.836 -0.447 0.019  -0.062
7 N 1.755 0.893 0.287  0.052
8 B 0.916 -1.508 0.715  -0.042
9 N 0.536 -0.965 2.115  -0.031
10 C 0.673 -1.547 3.313  0.040
11 C 0.232 -0.660 4.273  0.000
12 C -0.190 0.479 3.586  -0.006
13 C -0.722 1.740 4.173  -0.001
14 N -0.012 0.273 2.273  -0.049
15 N -0.414 -1.688 -0.075  -0.054
16 C -0.813 -2.621 -0.958  0.018
17 C -2.139 -2.380 -1.267  0.008
18 C -2.509 -1.245 -0.538  0.013
19 C -3.812 -0.527 -0.495  0.006
20 N -1.465 -0.846 0.193  0.043
21 N 1.711 -2.784 0.855  0.002
22 C 2.922 -2.882 1.482  0.001
23 C 3.312 -4.186 1.406  0.000
24 C 2.276 -4.849 0.695  0.000
25 C 2.190 -6.284 0.322  0.000
26 N 1.328 -3.983 0.373  0.001
27 H 3.293 3.347 -1.334  0.000
28 H 3.551 3.268 0.402  0.001
29 H 1.915 3.491 -0.213  0.000
30 H 4.253 0.731 -1.805  0.001
31 H 3.073 -1.658 -1.196  0.001
32 H 1.076 -2.540 3.425  0.002
33 H 0.212 -0.809 5.339  0.000
34 H -0.485 1.774 5.232  0.000
35 H -1.809 1.786 4.075  0.001
36 H -0.275 2.610 3.692  0.000
37 H -0.146 -3.400 -1.278  0.002
38 H -2.769 -2.957 -1.921  0.000
39 H -4.322 -0.604 -1.453  -0.001
40 H -3.663 0.523 -0.240  -0.001
41 H -4.465 -0.965 0.261  0.001
42 H 3.407 -2.025 1.926  0.000
43 H 4.213 -4.628 1.798  0.000
44 H 3.055 -6.833 0.683  0.000
45 H 2.124 -6.401 -0.761  0.000
46 H 1.287 -6.739 0.732  0.000
47 O -0.234 0.844 -1.457  0.296
48 C -0.750 1.482 -2.421  0.043
49 C -0.466 1.058 -3.753  0.103
50 C -0.984 1.729 -4.815  -0.008
51 C -1.819 2.852 -4.602  0.233
52 C -2.127 3.282 -3.323  -0.068
53 C -1.613 2.631 -2.206  0.221
54 C -1.904 3.062 -0.863  -0.004
55 N -1.480 2.503 0.281  0.139
56 C -2.013 3.241 1.295  0.057
57 C -2.766 4.262 0.779  0.072
58 N -2.684 4.132 -0.567  0.040
59 H 0.170 0.191 -3.874  -0.001
60 H -0.764 1.407 -5.823  0.004
61 H -2.224 3.385 -5.452  -0.001
62 H -2.779 4.137 -3.214  0.004
63 H -1.835 2.999 2.325  0.017
64 H -3.330 5.044 1.257  0.004
65 H -3.131 4.742 -1.232  -0.003

Its HOMO-LUMO gap (spin up / spin down) is 6.4 / 4.5 eV. Its multiplicity is 6. For the calculated total energy, the calculation gives -75297.1769 eV. The value obtained for the energy above the lowest of the compared OMol25 structures with the same formula, charge and spin is 20.4 kcal per mole. As for the charge: +2. The calculation puts the lowest unoccupied orbital energy (spin up / spin down) at -7.290 / -9.181 eV. As for the expectation value of S²: 8.8286.

> calculated total energy of number 6 (C25H27BMnN10O)?

-75297.1769 eV